No. 1
DFT (the ωB97M-V functional and the def2-TZVPD basis) results for a 9-piece molecular cluster, C42H75N12O6 overall.

Geometry (Å):
C (-2.469, -5.206, -1.230)
C (-3.622, -5.672, -2.086)
N (-3.312, -5.400, -3.518)
C (-2.368, -6.053, -4.303)
C (-2.579, -5.600, -5.557)
N (-3.612, -4.707, -5.546)
C (-4.092, -4.673, -4.299)
C (-4.134, -4.024, -6.715)
H (-1.618, -5.881, -1.371)
H (-2.670, -5.444, -0.181)
H (-2.164, -4.174, -1.355)
H (-4.527, -5.089, -1.917)
H (-3.862, -6.729, -2.009)
H (-1.612, -6.656, -3.825)
H (-1.985, -5.802, -6.438)
H (-5.011, -4.195, -4.004)
H (-4.673, -4.747, -7.323)
H (-3.333, -3.474, -7.199)
H (-4.847, -3.263, -6.392)
C (-10.873, -6.186, -11.223)
C (-9.927, -5.015, -11.085)
N (-8.508, -5.417, -11.007)
C (-7.970, -6.086, -9.937)
C (-6.645, -6.213, -10.183)
N (-6.414, -5.650, -11.425)
C (-7.558, -5.141, -11.885)
C (-5.127, -5.594, -12.100)
H (-11.893, -5.829, -11.083)
H (-10.738, -6.852, -10.361)
H (-10.779, -6.838, -12.088)
H (-10.184, -4.431, -10.205)
H (-9.975, -4.376, -11.968)
H (-8.576, -6.356, -9.071)
H (-5.812, -6.648, -9.643)
H (-7.746, -4.703, -12.850)
H (-5.100, -4.702, -12.727)
H (-4.960, -6.491, -12.690)
H (-4.339, -5.427, -11.367)
C (-4.989, -11.636, -9.802)
C (-5.017, -11.280, -11.283)
N (-5.835, -12.231, -12.034)
C (-5.391, -13.470, -12.456)
C (-6.390, -14.020, -13.181)
N (-7.430, -13.119, -13.193)
C (-7.074, -12.062, -12.475)
C (-8.749, -13.369, -13.781)
H (-4.506, -10.891, -9.172)
H (-4.440, -12.571, -9.677)
H (-6.013, -11.751, -9.447)
H (-3.993, -11.321, -11.660)
H (-5.308, -10.252, -11.489)
H (-4.505, -13.923, -12.047)
H (-6.450, -14.972, -13.679)
H (-7.719, -11.226, -12.264)
H (-9.502, -13.106, -13.040)
H (-8.903, -14.443, -13.881)
H (-8.846, -12.912, -14.759)
C (1.175, 0.812, -9.604)
C (2.172, -0.318, -9.415)
N (1.555, -1.623, -9.193)
C (0.367, -1.857, -8.524)
C (0.173, -3.188, -8.501)
N (1.290, -3.771, -9.050)
C (2.151, -2.807, -9.364)
C (1.483, -5.197, -9.238)
H (0.973, 1.395, -8.710)
H (0.219, 0.426, -9.975)
H (1.467, 1.475, -10.417)
H (2.822, -0.072, -8.572)
H (2.859, -0.365, -10.257)
H (-0.175, -1.025, -8.112)
H (-0.624, -3.834, -8.159)
H (3.201, -2.945, -9.564)
H (1.562, -5.468, -10.293)
H (0.659, -5.751, -8.796)
H (2.418, -5.496, -8.766)
C (-3.783, -2.513, -10.520)
C (-2.430, -2.295, -11.195)
N (-2.138, -3.172, -12.321)
C (-1.738, -4.492, -12.252)
C (-1.585, -4.895, -13.535)
N (-1.871, -3.823, -14.356)
C (-2.277, -2.816, -13.588)
C (-1.994, -3.890, -15.808)
H (-4.544, -2.464, -11.303)
H (-4.002, -1.733, -9.797)
H (-3.808, -3.491, -10.034)
H (-1.600, -2.201, -10.497)
H (-2.493, -1.276, -11.592)
H (-1.598, -4.924, -11.268)
H (-1.307, -5.832, -13.986)
H (-2.664, -1.868, -13.925)
H (-1.307, -3.171, -16.249)
H (-3.000, -3.741, -16.191)
H (-1.679, -4.874, -16.149)
C (-3.912, -8.935, -5.571)
C (-2.642, -9.734, -5.265)
N (-2.361, -10.663, -6.371)
C (-1.931, -10.365, -7.642)
C (-1.696, -11.542, -8.262)
N (-2.129, -12.545, -7.417)
C (-2.525, -11.970, -6.295)
C (-2.033, -13.996, -7.633)
H (-3.741, -8.288, -6.431)
H (-4.165, -8.302, -4.721)
H (-4.737, -9.638, -5.690)
H (-2.738, -10.345, -4.373)
H (-1.810, -9.029, -5.209)
H (-1.649, -9.376, -7.958)
H (-1.391, -11.775, -9.267)
H (-2.838, -12.477, -5.396)
H (-1.021, -14.248, -7.934)
H (-2.755, -14.255, -8.404)
H (-2.276, -14.480, -6.693)
C (0.590, -8.084, -7.136)
C (0.534, -7.010, -6.028)
O (0.426, -5.819, -6.431)
O (0.603, -7.408, -4.854)
H (0.359, -9.075, -6.742)
H (1.601, -8.067, -7.550)
H (-0.096, -7.882, -7.967)
C (-2.205, -7.733, -10.147)
C (-2.715, -6.701, -9.161)
O (-1.903, -5.749, -8.990)
O (-3.688, -7.005, -8.445)
H (-2.742, -8.689, -10.129)
H (-1.169, -8.029, -9.954)
H (-2.158, -7.440, -11.205)
C (-6.614, -6.933, -6.500)
C (-7.903, -7.746, -6.537)
O (-7.778, -8.946, -6.214)
O (-8.952, -7.118, -6.811)
H (-5.693, -7.470, -6.750)
H (-6.346, -6.604, -5.487)
H (-6.589, -6.077, -7.189)

Its total charge is +3. As for the total energy: -74912.940 eV. The energy above the lowest of the compared OMol25 structures with the same formula, charge and spin comes out at 0.479 eV. Its HOMO-LUMO gap is 5.365 eV.

***

No. 2
DFT (the ωB97M-V functional and the def2-TZVPD basis) results for a 2-piece molecular cluster, C7H18ClNO3P overall.

Geometry (Å):
C (0.509, 1.654, 1.609)
C (1.164, 2.676, -0.581)
C (2.659, -1.305, -1.065)
C (1.052, -2.204, 0.654)
C (-0.066, -0.011, -1.023)
C (1.332, 1.421, 0.319)
C (1.795, -0.945, 0.090)
N (0.944, 0.116, -0.272)
O (-4.173, -1.592, 1.103)
O (-3.750, -1.311, -1.395)
O (-2.219, -0.111, 0.345)
P (-3.553, -0.633, 0.004)
Cl (-5.241, 1.144, -0.060)
H (0.889, 2.468, 2.367)
H (-0.537, 2.050, 1.445)
H (0.458, 0.733, 2.274)
H (0.145, 3.048, -0.724)
H (1.705, 2.461, -1.501)
H (1.607, 3.625, -0.021)
H (3.312, -2.235, -0.926)
H (1.919, -1.441, -1.913)
H (3.354, -0.483, -1.314)
H (1.669, -2.898, 1.348)
H (0.759, -2.763, -0.273)
H (0.124, -1.862, 1.201)
H (-0.670, 0.899, -1.372)
H (-0.493, -0.950, -1.436)
H (2.296, 1.520, 0.654)
H (2.413, -0.611, 0.934)
H (-5.034, -1.373, 1.581)
H (-4.369, -1.086, -2.052)

Its total charge is +1. As for the total energy: -36989.306 eV. The energy above the lowest of the compared OMol25 structures with the same formula, charge and spin comes out at 1.781 eV. Its HOMO-LUMO gap is 10.236 eV.

***

No. 3
DFT (the ωB97M-V functional and the def2-TZVPD basis) results for a 3-piece molecular cluster, C6H8ClNO2 overall.

Geometry (Å):
C (-1.642, -0.811, 0.081)
C (-0.917, 3.055, -0.716)
C (1.473, -0.045, -1.600)
C (-0.165, -1.226, 1.985)
C (2.493, -0.053, -0.819)
C (-1.465, -0.648, 1.411)
N (-1.580, -0.831, -1.133)
O (-0.086, 2.376, -0.342)
O (-1.685, 3.850, -1.010)
Cl (-2.872, -0.394, 2.407)
H (1.548, 0.465, -2.599)
H (0.455, -0.139, -1.326)
H (-1.748, -1.646, -1.657)
H (-0.256, -1.740, 2.917)
H (0.559, -0.423, 2.114)
H (0.266, -1.912, 1.241)
H (3.322, 0.413, -1.144)
H (2.301, -0.289, 0.191)

Its SMILES is CC(Cl)=C=N.O=C=O.C=C. As for the total energy: -24456.724 eV. The energy above the lowest of the compared OMol25 structures with the same formula, charge and spin comes out at 3.045 eV. Its HOMO-LUMO gap is 9.170 eV.

***

No. 4
DFT (the ωB97M-V functional and the def2-TZVPD basis) results for a 8-piece molecular cluster, C18H21Cl12N3O6 overall.

Geometry (Å):
C (-4.700, 0.236, -3.157)
Cl (-4.630, 1.060, -4.777)
Cl (-3.123, -0.391, -2.744)
Cl (-5.199, 1.331, -1.857)
Cl (-5.878, -0.988, -3.202)
C (-3.064, -2.500, 0.746)
Cl (-3.058, -3.722, -0.556)
Cl (-1.424, -1.797, 1.007)
Cl (-4.203, -1.193, 0.459)
Cl (-3.643, -3.357, 2.157)
C (-0.139, 5.575, -1.394)
Cl (-1.667, 6.464, -1.587)
Cl (0.945, 5.878, -2.756)
Cl (0.734, 6.166, 0.118)
Cl (-0.429, 3.828, -1.268)
C (3.138, -2.896, 0.826)
N (3.569, -4.310, 0.807)
O (2.916, -5.002, 0.087)
O (4.672, -4.593, 1.335)
H (2.216, -2.743, 0.265)
H (4.007, -2.348, 0.463)
H (2.939, -2.507, 1.825)
C (0.185, 0.474, -1.106)
N (1.426, -0.290, -0.833)
O (2.111, 0.041, 0.132)
O (1.607, -1.284, -1.533)
H (-0.336, 0.625, -0.161)
H (-0.393, -0.035, -1.878)
H (0.567, 1.400, -1.535)
C (-2.220, 0.812, 3.543)
N (-2.841, 1.443, 2.346)
O (-2.054, 1.968, 1.590)
O (-4.042, 1.439, 2.182)
H (-3.040, 0.299, 4.045)
H (-1.847, 1.696, 4.059)
H (-1.493, 0.070, 3.210)
C (2.539, -0.993, 5.462)
C (2.377, -0.467, 4.220)
C (1.513, -1.044, 3.305)
C (0.743, -2.143, 3.648)
C (0.842, -2.607, 4.917)
C (1.796, -2.113, 5.826)
H (3.242, -0.574, 6.166)
H (2.906, 0.425, 3.919)
H (1.354, -0.613, 2.327)
H (0.071, -2.582, 2.926)
H (0.176, -3.396, 5.236)
H (1.982, -2.616, 6.763)
C (2.022, 1.349, -4.121)
C (1.384, 2.575, -4.053)
C (0.073, 2.687, -4.511)
C (-0.599, 1.583, -4.969)
C (0.095, 0.380, -5.186)
C (1.387, 0.261, -4.767)
H (3.078, 1.334, -3.897)
H (1.877, 3.458, -3.672)
H (-0.440, 3.637, -4.494)
H (-1.593, 1.821, -5.317)
H (-0.276, -0.503, -5.687)
H (1.845, -0.708, -4.904)

Its total charge is +1. As for the total energy: -186011.531 eV. Its HOMO-LUMO gap (spin up / spin down) is 6.661 / 2.314 eV. The multiplicity is 2.

***

No. 5
DFT (the ωB97M-V functional and the def2-TZVPD basis) results for a 2-piece molecular cluster, C6H16NS overall.

Geometry (Å):
C (1.367, 2.806, -0.337)
C (0.888, 1.840, 0.712)
C (1.731, -0.307, 1.482)
N (1.871, 0.722, 0.805)
H (2.298, 3.343, -0.095)
H (1.594, 2.266, -1.269)
H (0.663, 3.590, -0.574)
H (0.760, 2.274, 1.647)
H (0.026, 1.314, 0.387)
H (2.500, -1.141, 1.498)
H (0.835, -0.305, 2.127)
H (2.483, 0.672, 0.008)
C (-2.430, -0.080, -0.169)
C (-1.160, -0.862, -0.685)
C (-1.128, -2.391, -0.479)
S (0.502, -3.081, -1.110)
H (-2.478, 1.020, -0.438)
H (-2.484, -0.265, 0.910)
H (-3.356, -0.559, -0.497)
H (-0.950, -0.653, -1.752)
H (-0.311, -0.517, -0.059)
H (-1.931, -2.921, -1.028)
H (-1.233, -2.617, 0.597)
H (-0.056, -4.148, -1.682)

Its total charge is +1. As for the total energy: -18798.850 eV. The energy above the lowest of the compared OMol25 structures with the same formula, charge and spin comes out at 1.810 eV. Its HOMO-LUMO gap is 7.233 eV.

***

No. 6
DFT (the ωB97M-V functional and the def2-TZVPD basis) results for C4H6CrLiO2 as an isolated structure.

Geometry (Å):
O (-1.645, 0.965, -0.011)
Cr (0.112, 1.644, -0.148)
C (-2.025, -0.364, -0.095)
C (-0.956, -1.354, 0.393)
H (-2.938, -0.552, 0.512)
H (-0.931, -1.210, 1.488)
H (-1.335, -2.385, 0.295)
H (-2.303, -0.649, -1.135)
C (0.404, -1.300, -0.928)
C (0.921, -1.031, 0.356)
O (1.684, -1.168, 1.352)
Li (2.573, 0.845, 0.706)
H (-0.117, -0.796, -1.749)
H (1.171, -1.814, -1.525)

Its total charge is -1. As for the total energy: -36959.947 eV. The energy above the lowest of the compared OMol25 structures with the same formula, charge and spin comes out at 3.451 eV. Its HOMO-LUMO gap (spin up / spin down) is 3.776 / 3.873 eV. The multiplicity is 5.

***

No. 7
DFT (the ωB97M-V functional and the def2-TZVPD basis) results for a 2-piece molecular cluster, CH2N4O2 overall.

Geometry (Å):
C (-0.583, 0.222, -1.417)
N (-0.902, 1.051, -0.371)
N (0.449, -0.523, -1.162)
N (-0.040, 0.909, 0.498)
N (0.869, -0.130, 0.042)
O (1.949, -0.342, 0.483)
O (-0.269, -0.983, 1.736)
H (-1.091, 0.293, -2.358)
H (-0.382, -0.495, 2.549)

As for the total energy: -11116.949 eV. The energy above the lowest of the compared OMol25 structures with the same formula, charge and spin comes out at 6.672 eV. Its HOMO-LUMO gap (spin up / spin down) is 6.906 / 6.910 eV.

***

No. 8
DFT (the ωB97M-V functional and the def2-TZVPD basis) results for C33H20BrCl7IN2NaO5Te as an isolated structure.

Geometry (Å):
Na (0.112, 0.120, 2.072)
Cl (6.599, 3.581, 2.357)
C (5.256, 2.507, 2.045)
C (5.509, 1.154, 1.792)
C (4.472, 0.303, 1.543)
Cl (4.810, -1.377, 1.252)
C (3.083, 0.702, 1.508)
O (2.178, -0.123, 1.236)
C (2.889, 2.110, 1.772)
C (1.591, 2.761, 1.650)
O (0.541, 2.232, 1.345)
C (3.968, 2.968, 2.034)
H (6.526, 0.785, 1.785)
H (1.617, 3.867, 1.728)
H (3.765, 4.018, 2.211)
Cl (-1.967, 4.247, -0.964)
C (-3.014, 2.955, -0.306)
C (-2.917, 1.695, -0.835)
C (-3.770, 0.769, -0.288)
Cl (-3.686, -0.911, -0.883)
C (-4.696, 1.039, 0.712)
Cl (-5.767, -0.166, 1.343)
C (-4.745, 2.336, 1.222)
Cl (-5.868, 2.731, 2.481)
C (-3.891, 3.315, 0.713)
Cl (-3.962, 4.925, 1.361)
N (0.923, -3.061, 2.332)
C (0.744, -2.765, 1.017)
O (-0.273, -2.257, 0.584)
C (1.897, -3.100, 0.096)
I (1.258, -4.354, -1.501)
H (0.272, -2.591, 2.968)
H (1.874, -3.153, 2.652)
H (2.719, -3.610, 0.588)
H (2.242, -2.172, -0.356)
Br (-4.559, -4.868, 1.036)
C (-4.319, -3.480, 2.311)
C (-5.292, -3.277, 3.276)
N (-5.189, -2.325, 4.195)
C (-4.109, -1.546, 4.157)
C (-3.084, -1.689, 3.233)
C (-3.189, -2.689, 2.275)
C (-1.881, -0.768, 3.215)
O (-2.045, 0.342, 2.683)
O (-0.800, -1.224, 3.691)
H (-6.178, -3.902, 3.298)
H (-4.056, -0.759, 4.901)
H (-2.419, -2.810, 1.521)
Te (-0.077, 0.712, -1.231)
C (-0.693, 0.376, -3.226)
C (-0.869, 1.449, -4.093)
C (-1.194, 1.231, -5.425)
C (-1.354, -0.063, -5.903)
C (-1.201, -1.137, -5.038)
C (-0.876, -0.918, -3.705)
C (1.956, 0.555, -1.884)
C (2.494, -0.573, -2.498)
C (3.838, -0.627, -2.844)
C (4.673, 0.451, -2.578)
C (4.147, 1.590, -1.985)
C (2.798, 1.641, -1.652)
H (-0.761, 2.457, -3.711)
H (-1.328, 2.076, -6.091)
H (-1.608, -0.232, -6.943)
H (-1.340, -2.151, -5.397)
H (-0.772, -1.755, -3.025)
H (1.857, -1.424, -2.714)
H (4.236, -1.522, -3.309)
H (5.726, 0.403, -2.831)
H (4.785, 2.441, -1.776)
H (2.392, 2.539, -1.200)

Its total charge is -2. As for the total energy: -225277.923 eV. The energy above the lowest of the compared OMol25 structures with the same formula, charge and spin comes out at 0.726 eV. Its HOMO-LUMO gap is 5.599 eV.

***

No. 9
DFT (the ωB97M-V functional and the def2-TZVPD basis) results for a 2-piece molecular cluster, C10H17N overall.

Geometry (Å):
C (-0.350, 1.987, 1.302)
C (0.572, 2.356, 2.330)
C (1.958, 2.191, 2.151)
C (2.354, 1.585, 0.956)
C (1.384, 1.295, 0.028)
C (-0.340, -1.061, 1.178)
C (-1.362, -1.322, 0.080)
C (-0.669, -1.976, -1.152)
C (-1.646, -2.059, -2.335)
C (-1.050, -2.704, -3.640)
H (-1.384, 2.225, 1.482)
H (0.123, 2.930, 3.175)
H (2.692, 2.484, 2.835)
H (3.354, 1.402, 0.665)
H (1.609, 0.930, -0.973)
H (0.449, -1.861, 1.376)
H (0.224, 0.010, 1.084)
H (-0.985, -0.959, 2.115)
H (-1.984, -0.420, -0.142)
H (-2.099, -2.111, 0.473)
H (0.263, -1.423, -1.334)
H (-0.361, -3.061, -0.836)
H (-2.015, -1.028, -2.594)
H (-2.518, -2.600, -1.930)
H (-0.682, -3.759, -3.403)
H (-1.816, -2.832, -4.331)
H (-0.304, -1.979, -3.919)
N (0.045, 1.471, 0.125)

Its SMILES is c1ccncc1.CCCCC. As for the total energy: -12133.845 eV. The energy above the lowest of the compared OMol25 structures with the same formula, charge and spin comes out at 3.174 eV. Its HOMO-LUMO gap is 10.359 eV.

***

No. 10
DFT (the ωB97M-V functional and the def2-TZVPD basis) results for a 2-piece molecular cluster, C7H9N2O4PS overall.

Geometry (Å):
C (-0.701, -1.802, 2.332)
O (-0.555, -1.490, 0.917)
P (0.773, -2.230, 0.331)
O (1.230, -3.309, 1.186)
O (0.413, -2.788, -1.103)
O (1.947, -1.101, 0.182)
N (3.052, -1.409, 1.022)
C (3.123, -0.701, 1.989)
S (3.147, 0.061, 3.331)
H (-1.439, -1.135, 2.777)
H (-1.047, -2.824, 2.475)
H (0.258, -1.653, 2.828)
H (-0.297, -3.446, -1.017)
N (-2.356, 1.510, -1.616)
C (-1.350, 0.918, -0.968)
C (-0.072, 1.449, -0.896)
C (0.177, 2.654, -1.535)
C (-0.854, 3.280, -2.212)
C (-2.097, 2.668, -2.219)
H (-1.584, -0.024, -0.491)
H (0.707, 0.930, -0.354)
H (1.164, 3.099, -1.503)
H (-0.700, 4.221, -2.722)
H (-2.938, 3.122, -2.734)

Its SMILES is CO[P@@](=O)(O)ON=C=S.c1ccncc1. As for the total energy: -38698.570 eV. The energy above the lowest of the compared OMol25 structures with the same formula, charge and spin comes out at 0.322 eV. Its HOMO-LUMO gap is 8.537 eV.

***

No. 11
DFT (the ωB97M-V functional and the def2-TZVPD basis) results for C2HClNO4 as an isolated structure.

Geometry (Å):
C (0.046, 1.071, -0.686)
C (0.871, 0.757, 1.533)
N (0.015, 0.057, -1.388)
O (-0.229, 0.847, 1.932)
O (-0.145, 2.210, -0.455)
O (1.967, 0.823, 1.205)
O (0.151, -1.287, -1.392)
Cl (-1.843, -2.585, 0.167)
H (-0.833, -1.894, -0.916)

Its total charge is -1. As for the total energy: -24293.116 eV. The energy above the lowest of the compared OMol25 structures with the same formula, charge and spin comes out at 0.956 eV. Its HOMO-LUMO gap is 8.252 eV.